{"formula": "C57H85BrN16O7P2S2", "method": "ωB97M-V with the def2-TZVPD basis set", "spin_multiplicity": 1, "e_lumo_ev": -0.003, "homo_energy_ev": -7.99, "homo_lumo_gap_ev": 7.99, "e_above_lowest_kj_mol": 0.0, "species": ["Br", "S", "S", "P", "P", "O", "O", "O", "O", "O", "O", "O", "N", "N", "N", "N", "N", "N", "N", "N", "N", "N", "N", "N", "N", "N", "N", "N", "C", "C", "C", "C", "C", "C", "C", "C", "C", "C", "C", "C", "C", "C", "C", "C", "C", "C", "C", "C", "C", "C", "C", "C", "C", "C", "C", "C", "C", "C", "C", "C", "C", "C", "C", "C", "C", "C", "C", "C", "C", "C", "C", "C", "C", "C", "C", "C", "C", "C", "C", "C", "C", "C", "C", "C", "C", "H", "H", "H", "H", "H", "H", "H", "H", "H", "H", "H", "H", "H", "H", "H", "H", "H", "H", "H", "H", "H", "H", "H", "H", "H", "H", "H", "H", "H", "H", "H", "H", "H", "H", "H", "H", "H", "H", "H", "H", "H", "H", "H", "H", "H", "H", "H", "H", "H", "H", "H", "H", "H", "H", "H", "H", "H", "H", "H", "H", "H", "H", "H", "H", "H", "H", "H", "H", "H", "H", "H", "H", "H", "H", "H", "H", "H", "H", "H", "H", "H", "H", "H", "H", "H"], "xyz": [[2.378231, -0.820092, 4.081866], [-1.825170, 0.889665, -0.209538], [-1.543041, -4.446000, -1.021397], [-4.416107, 0.306100, -5.213311], [-2.178340, -1.828510, 1.725030], [3.125334, 3.087365, -1.014956], [-5.159821, 1.194095, -4.110450], [-1.647945, 4.049546, 0.644332], [0.647194, 2.592227, 0.207512], [-5.353189, 0.048017, -6.320983], [-3.145658, 1.097476, -5.789643], [-3.013493, -3.044802, 1.900275], [-7.262863, 1.010229, 5.299213], [12.962033, 5.116473, 3.400006], [6.636794, 2.750506, -0.241987], [0.383001, -9.787521, -3.773646], [-4.514345, -0.654727, 6.116457], [2.682848, -2.202286, -2.517501], [-0.540174, -0.546150, -6.655124], [0.465217, -5.168404, -6.131194], [-1.140359, -1.913821, 0.389805], [-5.744888, 0.280649, 0.611995], [-1.664244, 4.542338, -4.654891], [2.488289, 4.079101, -5.705829], [0.048470, 1.254091, 5.226152], [4.764918, 1.523449, -1.095827], [-2.276128, 1.327707, 9.493059], [10.800379, 2.631852, 2.997833], [5.132572, 2.220305, -2.341181], [-6.122858, -3.537728, -2.497240], [-3.178815, -1.429266, -3.264525], [-2.237985, -0.484288, -1.277133], [-4.973624, -4.462473, -2.007853], [-4.081773, -4.952805, -3.146447], [1.187387, -1.489589, 0.903452], [-5.980185, -0.136593, 1.657716], [1.808144, -2.119764, -4.967789], [-3.873290, -1.323919, -4.617834], [12.996171, 1.968636, 1.774274], [-0.094852, -9.807576, -4.817442], [0.554554, 3.298380, 1.470019], [1.364327, 4.453808, -3.392284], [-1.590796, 2.830854, 2.774789], [7.632211, 3.034083, 0.260619], [-6.252881, -2.304093, -1.579578], [3.573935, -1.274754, 1.438997], [-7.344455, 2.007220, 4.735839], [-6.854392, -1.081011, -2.308678], [3.285644, 1.698671, 0.920338], [3.353163, -3.315548, 3.009678], [1.994746, 4.251196, -4.682771], [-0.289939, 0.572690, -6.577027], [-1.835007, -1.736551, -0.854954], [-0.204564, 0.370265, 0.301883], [-3.012694, -3.940496, -3.689335], [12.401878, 5.334441, 4.376719], [-0.035401, -0.987214, 0.533045], [-0.875005, 3.778028, 1.800211], [-2.097001, -2.866606, -1.633348], [-7.439029, 3.269800, 4.019922], [-2.913273, -0.323058, -2.472545], [0.579179, -5.604756, -5.074669], [0.848354, 1.253918, 0.441048], [-2.745544, 4.909895, -2.319996], [11.768341, 2.334561, 2.456660], [0.707254, -6.172414, -3.744710], [0.033693, 1.981057, -6.454116], [4.379960, 0.139498, -1.534305], [-0.701270, -9.832592, -6.139482], [3.694348, 2.158954, -0.474846], [2.308076, -2.168471, -3.603295], [-2.152503, 4.704550, -3.628841], [0.092121, 0.665634, 6.211460], [8.893647, 3.375333, 0.905308], [-5.467830, -0.228685, 8.497979], [-2.233750, 2.343070, 8.959475], [2.105941, 0.740478, 0.805641], [0.136075, -0.091671, 7.449401], [-4.934922, -0.467488, 7.167368], [2.269225, -0.623583, 1.041909], [-6.182828, -0.699641, 2.981772], [11.682511, 5.611245, 5.608407], [-2.772823, -2.708456, -2.844133], [3.582694, -1.801711, 2.903633], [-2.172595, 3.625144, 8.275927], [-7.236028, -0.888146, 3.181405], [0.952013, 0.240595, 8.089950], [3.868706, -3.657095, 3.908282], [-4.711693, -0.413709, 9.259881], [-3.613117, 4.267217, -2.172274], [-5.649305, -1.644651, 3.091031], [5.316463, 3.276191, -2.201588], [3.041232, 2.556979, 1.539585], [3.776328, -3.844019, 2.158536], [-6.923475, -1.216237, -3.387182], [8.858746, 4.378082, 1.328309], [1.616828, -5.837246, -3.247791], [0.281328, -1.155130, 7.263574], [-3.158632, 3.928461, 7.927881], [1.247353, -3.017690, -5.216193], [4.158882, 1.217870, 1.350025], [2.040059, 4.205838, -2.574153], [-7.002928, 4.081211, 4.600443], [-6.252399, -0.211555, -2.054370], [-8.477400, 3.524715, 3.814592], [4.887795, -0.110505, -2.460480], [-6.316798, -0.879891, 8.699700], [-3.202111, 0.670582, -2.777780], [3.316240, 0.101786, -1.774638], [-3.042378, 0.761276, -6.692684], [13.590353, 2.854769, 1.554916], [-6.912642, 3.217232, 3.067336], [-3.032901, -0.715860, 1.644665], [4.364734, 2.026474, -3.097611], [0.095629, 2.462462, -7.428711], [-0.756351, 4.734712, 2.321635], [-3.577467, -5.891809, -2.924497], [-2.065757, -4.484375, -3.713383], [2.291630, -3.515861, 3.148233], [0.991382, 2.126035, -5.959307], [9.124441, 2.688702, 1.707982], [4.582721, -1.612696, 3.287592], [-1.796412, 4.402860, 8.938644], [0.858873, 2.614341, 2.264943], [-1.513041, 3.572229, 7.410182], [-5.248857, -2.028345, -1.257441], [-2.674513, 2.873388, 2.647012], [-7.042476, -4.124362, -2.450482], [9.717609, 3.344941, 0.193167], [11.431967, 6.668082, 5.684953], [13.599718, 1.302295, 2.388374], [0.476404, 3.834254, -3.288370], [-5.817634, -0.025704, 3.749249], [0.059078, -9.899186, -6.915808], [-4.639768, 1.995019, -3.946604], [-3.073251, 5.941441, -2.197494], [1.059176, 5.492472, -3.267678], [2.622920, -2.030092, -5.685332], [10.755291, 5.041362, 5.650664], [3.669594, -2.159849, 0.806178], [-2.031658, 4.693550, -1.522897], [-1.390320, 3.138212, 3.799512], [4.448234, -0.667076, 1.237764], [12.280632, 5.344654, 6.478254], [1.257143, 4.130116, 1.418111], [-2.194633, -4.449312, 0.158754], [1.291736, -2.551735, 1.078273], [-0.135894, -5.896553, -3.113539], [-1.366582, -10.687755, -6.246730], [-0.722358, 2.511001, -5.874006], [0.739863, -7.260756, -3.791361], [-4.754154, -1.959513, -4.654097], [-5.804671, 0.801387, 8.602556], [-2.429257, 3.490129, 0.647086], [1.145383, -1.270503, -5.112458], [6.050417, 1.765782, -2.717961], [-3.227911, -3.705281, -4.726713], [4.641264, -0.588054, -0.772343], [-1.216632, 1.812912, 2.674981], [-5.461092, -5.356906, -1.607337], [-5.969535, -3.280450, -3.547372], [-1.283430, -8.929712, -6.318441], [-7.849876, -0.846597, -1.925604], [-4.750171, -5.164015, -3.986721], [-3.144694, -1.651994, -5.362234], [-1.401478, -1.643848, 2.885338], [12.785166, 1.459804, 0.834477], [-4.432985, -4.019274, -1.173644], [-6.870834, -2.607107, -0.735770], [-0.789043, 0.021545, 8.012657]], "forces_ev_per_a": [[0.158, -0.017, 0.039], [-0.074, 0.340, -0.653], [-0.016, -0.266, -0.372], [-1.815, -1.278, -2.222], [-1.372, -1.448, 0.870], [0.099, 0.378, 0.383], [1.494, 0.376, 0.180], [0.075, 0.208, -0.252], [-0.222, -0.314, 1.108], [0.071, -0.202, 0.040], [0.058, 0.267, 1.111], [0.056, -0.106, -0.397], [-0.176, 0.247, 0.125], [0.073, 0.000, 0.001], [1.378, 1.101, 0.803], [-0.024, 0.041, -0.083], [0.080, 0.018, 0.014], [-0.026, -0.151, -0.068], [-0.108, 0.038, -0.049], [0.007, -0.037, 0.038], [0.016, 1.628, 0.651], [-0.087, 0.129, 0.175], [-0.079, -0.046, -0.016], [0.010, 0.006, 0.059], [0.011, 0.078, 0.116], [-1.320, -1.199, -1.709], [-0.051, 0.032, -0.018], [0.353, -0.169, 0.192], [0.105, -0.481, -0.185], [0.571, -0.176, 0.848], [-0.182, -0.322, -0.194], [0.422, 0.322, 0.759], [-0.731, -0.758, -0.338], [0.040, 0.530, -0.488], [0.044, 0.340, -0.091], [0.287, -0.126, -0.231], [-0.040, 0.067, -0.289], [0.678, 0.969, 1.183], [0.369, -0.069, -0.235], [0.022, -0.030, 0.066], [-0.086, -0.023, -0.574], [-0.080, 0.149, 0.566], [0.223, 0.159, -0.102], [0.011, -0.029, -0.020], [-0.182, -0.031, -1.379], [-0.682, -0.271, 0.263], [-0.021, -0.017, 0.122], [-0.181, -0.024, 0.921], [0.123, -0.631, -0.554], [-0.147, 0.592, 0.778], [0.047, 0.016, -0.075], [0.020, -0.059, 0.008], [-0.163, -0.779, -0.139], [-0.782, -0.130, -0.448], [0.105, -0.443, 0.341], [0.027, 0.015, -0.076], [0.322, -0.551, 0.031], [-0.203, 0.165, 0.555], [-0.124, 0.451, 0.414], [-0.011, 0.309, -0.230], [0.129, -0.095, -0.074], [-0.045, -0.022, -0.076], [0.290, -0.426, -0.248], [-0.126, 0.106, 0.460], [-0.089, 0.056, 0.168], [0.072, -0.273, 0.433], [0.019, 0.432, 0.064], [-0.084, 0.346, 0.651], [-0.164, 0.000, -0.345], [-0.025, 0.691, -0.255], [-0.034, -0.028, 0.092], [0.001, -0.008, -0.067], [-0.048, -0.030, -0.085], [-0.012, 0.122, -0.142], [-0.142, 0.023, 0.384], [-0.013, -0.033, 0.007], [0.442, 0.386, 0.283], [0.010, -0.316, 0.475], [0.052, -0.011, -0.080], [0.084, -0.184, -0.246], [-0.050, -0.314, 0.247], [-0.217, 0.054, 0.336], [0.036, -0.459, -0.229], [0.873, -0.310, -0.649], [0.039, 0.347, -0.194], [-0.031, 0.089, -0.102], [0.045, 0.124, -0.121], [-0.139, -0.184, 0.016], [0.102, 0.009, -0.109], [0.015, -0.053, -0.113], [0.098, 0.032, -0.204], [-0.249, 0.057, 0.060], [-0.030, 0.156, -0.184], [-0.129, 0.015, -0.100], [0.103, 0.061, -0.031], [-0.102, 0.002, -0.021], [0.021, 0.136, -0.131], [0.013, 0.045, -0.229], [-0.048, -0.115, 0.044], [-0.002, -0.032, 0.070], [-0.141, -0.064, 0.220], [0.138, -0.112, -0.110], [0.026, -0.084, 0.091], [0.008, 0.127, -0.326], [-0.033, -0.108, 0.052], [0.303, 0.017, 0.135], [-0.003, -0.039, -0.141], [0.019, 0.026, 0.022], [-0.024, -0.223, 0.156], [0.097, 0.149, -0.038], [-0.115, 0.101, 0.104], [0.023, -0.130, 0.023], [0.387, 0.191, -0.115], [-0.067, 0.437, -0.054], [0.010, -0.118, -0.061], [0.050, 0.039, -0.080], [-0.031, 0.044, 0.301], [0.029, 0.051, -0.126], [0.008, -0.281, -0.299], [0.047, -0.150, -0.047], [-0.179, -0.086, 0.011], [-0.097, 0.201, 0.185], [0.009, -0.091, 0.096], [0.141, 0.201, 0.155], [0.014, -0.144, 0.022], [-0.065, -0.079, 0.345], [-0.002, -0.112, -0.106], [-0.121, 0.141, -0.239], [-0.083, -0.033, -0.086], [0.061, 0.019, -0.113], [-0.093, 0.006, 0.092], [0.037, -0.077, -0.141], [0.090, -0.002, -0.028], [0.089, 0.009, 0.091], [-0.285, 0.106, 0.199], [0.027, 0.023, -0.142], [0.004, 0.017, -0.182], [0.093, -0.012, 0.112], [0.037, -0.066, -0.134], [0.123, 0.058, -0.080], [0.090, -0.066, -0.100], [0.116, -0.100, 0.034], [-0.055, 0.157, 0.226], [0.091, -0.035, -0.078], [-0.079, 0.073, -0.096], [0.027, 0.260, -0.059], [0.006, -0.035, -0.083], [-0.070, 0.099, -0.071], [0.028, -0.033, 0.125], [-0.080, -0.129, -0.001], [-0.005, 0.006, -0.096], [-0.043, 0.023, -0.129], [0.027, 0.018, -0.127], [0.114, -0.164, 0.008], [-0.009, 0.011, 0.130], [0.071, -0.003, 0.174], [-0.042, 0.217, 0.034], [-0.157, -0.149, -0.151], [-0.278, -0.122, -0.018], [0.199, -0.021, 0.199], [0.028, 0.234, 0.046], [0.042, 0.046, 0.111], [-0.100, -0.086, -0.193], [0.004, -0.153, 0.026], [-0.228, 0.005, -0.283], [0.516, 0.406, -0.513], [-0.127, 0.003, 0.034], [0.142, 0.087, -0.109], [0.245, 0.233, 0.285], [-0.042, 0.083, -0.117]], "lowdin_charge": [0.747, 1.053, 0.864, 0.426, 0.703, 0.069, -0.111, -0.071, -0.053, -0.287, -0.143, -0.439, 0.153, 0.138, 0.184, 0.132, 0.137, 0.149, 0.146, 0.136, -0.179, 0.155, 0.160, 0.130, 0.139, -0.188, 0.143, 0.140, -0.122, -0.195, -0.171, -0.409, -0.206, -0.192, 0.021, -0.266, -0.062, -0.145, -0.065, -0.278, -0.107, -0.067, -0.051, -0.193, -0.244, -0.184, -0.258, -0.108, -0.005, -0.140, -0.279, -0.274, -0.312, -0.336, -0.146, -0.280, -0.282, -0.381, -0.437, -0.059, -0.039, -0.284, -0.243, -0.053, -0.272, -0.058, -0.067, -0.054, -0.068, -0.449, -0.247, -0.263, -0.301, -0.088, -0.080, -0.264, -0.091, -0.066, -0.295, -0.228, -0.088, -0.069, -0.187, -0.698, -0.058, 0.079, 0.088, 0.072, 0.068, 0.081, 0.083, 0.070, 0.119, 0.079, 0.063, 0.085, 0.089, 0.085, 0.084, 0.038, 0.109, 0.054, 0.082, 0.032, 0.085, 0.080, 0.082, 0.090, 0.071, 0.080, 0.076, 0.083, 0.001, 0.088, 0.094, 0.134, 0.091, 0.074, 0.061, 0.048, 0.024, 0.076, 0.085, 0.124, 0.078, 0.077, 0.080, 0.107, 0.081, 0.083, 0.085, 0.060, 0.022, 0.084, 0.077, 0.089, 0.086, 0.091, 0.082, 0.113, 0.063, 0.059, 0.090, 0.083, 0.130, -0.115, 0.132, 0.035, 0.083, 0.043, 0.045, 0.086, 0.077, 0.048, 0.039, 0.083, 0.101, 0.062, 0.056, 0.108, 0.087, 0.084, 0.065, 0.106, 0.101, 0.041, 0.083, 0.082, 0.104, 0.043]}